[1]
Entry from the Open Molecules 2025 dataset: 11 unconnected molecules or ions with the total composition C42H61FO37S in a non-equilibrium geometry (wB97M-V/def2-TZVPD).

Each line ends with the Löwdin charge.
Geometry (Å):
C (0.458328, 0.996905, 6.496682)  -0.08
C (-1.152824, 0.932267, 6.120994)  -0.23
O (-1.607140, -0.440187, 5.861292)  -0.22
C (-1.836536, -0.703033, 4.433746)  -0.17
C (-0.577841, -1.618676, 3.824689)  -0.09
C (0.700110, -0.766822, 3.293051)  -0.20
O (0.030003, 0.226114, 2.378977)  -0.23
S (-0.244045, -0.578536, 0.864655)  0.89
O (-1.650318, -1.213212, 0.712696)  -0.32
O (-0.102940, 0.551426, -0.203163)  -0.34
O (1.097050, -1.664755, 1.072448)  -0.24
C (1.857617, -1.345616, 2.329609)  -0.31
C (2.774480, -2.641948, 2.585906)  -0.09
C (2.392133, -3.675466, 3.774579)  -0.16
C (3.558578, -3.905180, 4.928307)  -0.21
O (4.343064, -2.729937, 5.278113)  -0.25
C (3.544994, -1.582663, 5.713643)  -0.10
C (2.908502, -0.203011, 1.698660)  -0.01
C (3.076416, 1.131629, 2.627986)  -0.15
O (2.317948, 2.226759, 2.340406)  -0.01
F (4.001318, 1.299943, 3.782305)  -0.03
H (0.836152, -0.135312, 6.468512)  0.07
H (0.973081, 1.515799, 5.552406)  0.08
H (0.697804, 1.538738, 7.504637)  0.08
H (-1.424915, 1.670790, 5.241149)  0.13
H (-1.735086, 1.307560, 7.081546)  0.13
H (-2.126665, 0.212027, 3.783286)  0.13
H (-2.772547, -1.444932, 4.392539)  0.14
H (-0.983112, -2.372605, 2.992657)  0.13
H (-0.346843, -2.324824, 4.760828)  0.12
H (1.292571, -0.322577, 4.201335)  0.14
H (2.758255, -3.271099, 1.568835)  0.15
H (3.937071, -2.405111, 2.733564)  0.15
H (1.410243, -3.481061, 4.361950)  0.08
H (2.253690, -4.758253, 3.284097)  0.12
H (2.976196, -4.349077, 5.866601)  0.13
H (4.274333, -4.749295, 4.535681)  0.13
H (2.606148, -1.831705, 6.364677)  0.10
H (3.301551, -0.954896, 4.740300)  0.08
H (4.236987, -0.865532, 6.369712)  0.13
H (2.528533, 0.160118, 0.625957)  0.15
H (3.984996, -0.627004, 1.505570)  0.13
C (-0.375163, 6.214913, 7.205605)  -0.13
C (-0.335943, 4.863166, 6.569811)  -0.15
O (0.273584, 4.055783, 7.559116)  0.04
C (0.061750, 4.670888, 8.759295)  -0.51
O (0.303611, 4.167239, 9.843511)  0.12
O (-0.456693, 5.922002, 8.587815)  0.07
H (-1.238898, 6.802299, 6.882219)  0.13
H (0.537174, 6.791229, 7.019639)  0.14
H (-1.336530, 4.470614, 6.359989)  0.09
H (0.250092, 4.854349, 5.646694)  0.14
C (-1.569613, -7.029302, 5.201450)  -0.14
C (-2.117802, -5.696600, 5.596907)  -0.13
O (-1.230610, -4.783538, 4.979396)  0.05
C (-0.655895, -5.437887, 3.928116)  -0.50
O (0.032175, -4.901261, 3.075899)  0.10
O (-0.952394, -6.770128, 3.954526)  0.07
H (-2.351266, -7.786774, 5.097073)  0.14
H (-0.811351, -7.394290, 5.902096)  0.14
H (-3.127223, -5.527407, 5.207369)  0.14
H (-2.126994, -5.555544, 6.681194)  0.14
C (-1.513843, -2.997348, -2.287749)  -0.13
C (-2.532001, -3.944202, -1.740200)  -0.13
O (-2.875412, -4.736657, -2.861003)  0.07
C (-1.821433, -4.677783, -3.726634)  -0.51
O (-1.705153, -5.377591, -4.718819)  0.13
O (-0.914696, -3.734816, -3.336613)  0.05
H (-0.768532, -2.709820, -1.541106)  0.13
H (-1.966586, -2.092201, -2.705861)  0.11
H (-2.121781, -4.593951, -0.959916)  0.14
H (-3.411486, -3.427442, -1.346342)  0.14
C (-4.208426, 1.425005, -3.248865)  -0.13
C (-3.892572, 0.048568, -3.737383)  -0.14
O (-5.107417, -0.651284, -3.546401)  0.06
C (-6.104946, 0.280642, -3.536106)  -0.51
O (-7.295267, 0.015708, -3.561193)  0.13
O (-5.596749, 1.546948, -3.495116)  0.07
H (-3.650121, 2.196112, -3.786758)  0.14
H (-4.028604, 1.539132, -2.174750)  0.14
H (-3.637898, 0.031058, -4.802339)  0.14
H (-3.082538, -0.418501, -3.170505)  0.11
C (-3.386378, 7.215697, 3.152085)  -0.13
C (-3.347158, 5.863950, 2.516292)  -0.13
O (-2.737631, 5.056566, 3.505597)  0.07
C (-2.949465, 5.671671, 4.705775)  -0.47
O (-2.707603, 5.168023, 5.789992)  0.09
O (-3.467907, 6.922786, 4.534296)  0.07
H (-4.250114, 7.803082, 2.828700)  0.14
H (-2.474040, 7.792013, 2.966120)  0.14
H (-4.347745, 5.471398, 2.306470)  0.14
H (-2.761123, 5.855133, 1.593175)  0.14
C (1.192994, -4.047108, -6.173514)  -0.14
C (1.384489, -5.293511, -6.975263)  -0.13
O (2.448610, -4.959958, -7.846184)  0.06
C (3.147463, -3.949918, -7.250298)  -0.52
O (4.224581, -3.533016, -7.642340)  0.12
O (2.484421, -3.468368, -6.158530)  0.06
H (0.849485, -4.254876, -5.156424)  0.12
H (0.497469, -3.347139, -6.648249)  0.14
H (1.686855, -6.145708, -6.357499)  0.14
H (0.489808, -5.565184, -7.542185)  0.14
C (-7.355850, -1.240694, -7.105497)  -0.14
C (-7.164355, -2.487098, -7.907246)  -0.14
O (-6.100234, -2.153545, -8.778166)  0.06
C (-5.401380, -1.143504, -8.182280)  -0.52
O (-4.324263, -0.726603, -8.574322)  0.13
O (-6.064422, -0.661955, -7.090512)  0.05
H (-7.699359, -1.448463, -6.088406)  0.13
H (-8.051375, -0.540727, -7.580231)  0.14
H (-6.861989, -3.339295, -7.289481)  0.14
H (-8.059035, -2.758770, -8.474167)  0.14
C (4.347927, 2.755979, -2.530150)  -0.13
C (4.387148, 1.404232, -3.165943)  -0.13
O (4.996674, 0.596849, -2.176638)  0.08
C (4.784840, 1.211954, -0.976459)  -0.49
O (5.026701, 0.708306, 0.107757)  0.11
O (4.266398, 2.463069, -1.147940)  0.07
H (3.484192, 3.343365, -2.853534)  0.12
H (5.260264, 3.332295, -2.716116)  0.14
H (3.386560, 1.011680, -3.375765)  0.14
H (4.973182, 1.395415, -4.089060)  0.12
C (6.441688, 0.193227, -8.150438)  -0.13
C (5.637942, -0.039804, -6.912423)  -0.14
O (5.871485, 1.127905, -6.148206)  0.03
C (6.230234, 2.110893, -7.024956)  -0.51
O (6.340250, 3.289501, -6.730913)  0.13
O (6.448657, 1.603138, -8.273135)  0.07
H (5.991620, -0.270428, -9.032539)  0.14
H (7.474083, -0.158035, -8.051156)  0.14
H (4.565371, -0.118762, -7.118950)  0.14
H (5.961575, -0.931045, -6.367805)  0.14
C (1.386382, 5.684355, -1.981446)  -0.14
C (0.249436, 4.715988, -2.032558)  -0.14
O (-0.868578, 5.507778, -1.678680)  0.06
C (-0.547626, 6.801673, -1.972755)  -0.52
O (-1.339396, 7.729246, -1.952897)  0.13
O (0.773998, 6.921709, -2.292719)  0.07
H (2.169294, 5.446019, -2.706625)  0.13
H (1.833470, 5.752229, -0.984155)  0.14
H (0.091287, 4.309488, -3.037069)  0.14
H (0.376303, 3.887823, -1.329915)  0.14

Cartesian forces (eV/Å) of the 6 atoms listed first:
-0.19 -0.75 -1.79
0.18 1.12 1.55
0.11 1.78 -2.14
-0.35 -1.92 -0.43
-0.41 -1.56 0.88
-0.09 -0.39 0.69

**SMILES**: CCOCC[C@@H]1OS(=O)(=O)O[C@@]1(CCCOC)CC(=O)F.O=C1OCCO1.O=C1OCCO1.O=C1OCCO1.O=C1OCCO1.O=C1OCCO1.O=C1OCCO1.O=C1OCCO1.O=C1OCCO1.O=C1OCCO1.O=C1OCCO1
**Total charge**: 0
**Energy**: -133842.999 eV

***

[2]
Entry from the Open Molecules 2025 dataset: a molecular structure, C42H61MnN3O5S in a non-equilibrium geometry (wB97M-V/def2-TZVPD).

Each line ends with the Mulliken spin population.
Geometry (Å):
Mn (-1.105213, -0.256277, -1.402237)  4.25
C (-3.884215, 1.575734, -1.859189)  0.04
N (-3.506308, 0.325796, -1.181873)  0.02
C (-4.394706, -0.728734, -1.715705)  0.01
C (-3.593461, 0.515292, 0.318417)  0.00
C (-2.983300, -0.547385, 1.215689)  0.04
N (-1.538121, -0.867958, 0.898480)  -0.06
C (-0.503525, -0.219462, 1.773020)  0.04
C (-0.572586, 1.254965, 1.952753)  0.00
C (-0.471195, 1.790419, 3.254604)  -0.01
C (-0.564844, 3.155816, 3.507669)  0.01
C (-0.909662, 3.977737, 2.386929)  0.00
C (-0.549680, 3.559694, 1.121227)  0.00
C (-0.501688, 2.122988, 0.832420)  -0.01
O (-0.496673, 1.608398, -0.346458)  0.01
C (-0.371711, 4.626345, 0.026622)  0.00
C (-1.446507, 4.488402, -1.101922)  0.00
C (-0.507795, 6.043896, 0.509491)  0.00
C (1.038758, 4.451344, -0.685801)  0.00
C (-0.375826, 3.824870, 4.877507)  0.00
C (-0.992124, 5.208122, 4.855290)  0.00
C (-1.170335, 3.056708, 5.983509)  0.00
C (1.153245, 3.853151, 5.236672)  0.00
C (-1.347012, -2.327200, 1.102998)  0.04
C (0.080285, -2.866874, 0.837914)  0.00
C (0.336616, -4.093613, 1.406101)  0.00
C (1.536788, -4.713033, 1.289036)  0.00
C (2.590258, -3.955645, 0.798242)  0.00
C (2.374131, -2.791021, 0.101615)  0.01
C (0.976718, -2.312271, -0.080955)  -0.01
O (0.736815, -1.438733, -1.023727)  0.04
C (3.573553, -2.047336, -0.520272)  0.01
C (3.382879, -0.565877, -0.255460)  0.01
C (3.787384, -2.360835, -2.020678)  0.00
C (4.894975, -2.511849, 0.090486)  0.00
C (1.882046, -6.109380, 1.788130)  0.00
C (3.145186, -6.666324, 1.066968)  0.00
C (2.062758, -6.099824, 3.300649)  0.00
C (0.811691, -7.143758, 1.447538)  0.00
H (-4.934778, 1.843644, -1.493678)  0.00
H (-3.845414, 1.458251, -3.004841)  0.00
H (-3.197084, 2.354884, -1.547522)  -0.01
H (-5.461772, -0.528471, -1.453031)  0.00
H (-4.122602, -1.690666, -1.259470)  0.00
H (-4.255965, -0.754407, -2.814841)  0.00
H (-4.624763, 0.702923, 0.639166)  0.01
H (-3.012525, 1.430481, 0.516309)  -0.01
H (-3.418255, -1.547566, 1.155883)  0.00
H (-3.005041, -0.119537, 2.262021)  0.00
H (0.486456, -0.422574, 1.349082)  -0.01
H (-0.501167, -0.747949, 2.731414)  0.00
H (-0.475853, 1.167848, 4.170427)  0.00
H (-1.398989, 4.917373, 2.570199)  0.00
H (-2.412685, 4.475128, -0.589134)  0.00
H (-1.314448, 3.541147, -1.661505)  0.01
H (-1.398769, 5.361358, -1.754432)  0.00
H (-1.522867, 6.225550, 0.956421)  0.00
H (-0.251320, 6.761274, -0.295186)  0.00
H (0.226748, 6.110788, 1.333056)  0.00
H (1.101471, 3.558530, -1.351418)  0.00
H (1.885491, 4.330806, 0.075584)  0.00
H (1.334047, 5.321606, -1.223112)  0.00
H (-2.065352, 5.213960, 4.654763)  0.00
H (-0.504947, 5.910626, 4.149719)  0.00
H (-0.903152, 5.663083, 5.883801)  0.00
H (-2.292515, 3.093583, 5.830105)  0.00
H (-0.993921, 3.450445, 6.977844)  0.00
H (-0.935338, 1.955247, 5.959083)  0.00
H (1.714078, 4.256493, 4.338278)  0.00
H (1.536610, 2.910513, 5.701825)  0.00
H (1.371849, 4.624787, 6.052098)  0.00
H (-2.093712, -2.845629, 0.453914)  0.00
H (-1.522640, -2.707539, 2.159679)  0.00
H (-0.439162, -4.679540, 2.015732)  0.00
H (3.630744, -4.328659, 0.818666)  0.00
H (2.390295, -0.284588, -0.680173)  0.00
H (4.124158, 0.164328, -0.514946)  0.00
H (3.256380, -0.402561, 0.799530)  0.00
H (3.017208, -1.946267, -2.720073)  0.00
H (3.913534, -3.437220, -2.182765)  0.00
H (4.786914, -1.994657, -2.280719)  0.00
H (4.937043, -2.340473, 1.229117)  0.00
H (5.776153, -1.928802, -0.288183)  0.00
H (5.058336, -3.517906, -0.128139)  0.00
H (4.021667, -6.086333, 1.384498)  0.00
H (2.996969, -6.531532, 0.013334)  0.00
H (3.317810, -7.724181, 1.326071)  0.00
H (2.800253, -5.293964, 3.612056)  0.00
H (2.366906, -7.099393, 3.720291)  0.00
H (1.054361, -5.952920, 3.783054)  0.00
H (0.833022, -7.365470, 0.356831)  0.00
H (-0.222277, -6.836598, 1.614721)  0.00
H (1.017920, -8.084662, 2.000902)  0.00
C (-1.738286, -2.130531, -2.288495)  -0.59
H (-2.438632, -2.807407, -1.756257)  0.03
H (-0.772210, -2.565588, -2.470006)  -0.01
H (-2.207853, -1.822436, -3.232108)  0.04
O (-2.816125, 0.114578, -4.372758)  0.01
C (-1.571807, 0.361862, -4.453535)  0.02
N (-0.770835, 0.679530, -3.290713)  0.05
S (0.710604, 1.375881, -3.833087)  0.02
O (1.862941, 0.551995, -3.555570)  0.00
O (0.730550, 2.828164, -3.636204)  0.00
C (0.301342, 1.099530, -5.614881)  0.00
C (0.978899, 1.684874, -6.674501)  0.00
C (0.483190, 1.389644, -7.936935)  0.00
C (-0.626401, 0.535063, -8.060907)  0.00
C (-1.304538, 0.004230, -6.953857)  0.00
C (-0.854515, 0.383855, -5.714957)  0.00
H (1.718889, 2.457661, -6.475149)  0.00
H (1.056102, 1.806581, -8.819055)  0.00
H (-0.929029, 0.206046, -9.042530)  0.00
H (-2.219047, -0.574436, -6.956544)  0.00

Cartesian forces (eV/Å) of the 6 atoms listed first:
0.72 -0.12 1.37
-0.84 0.10 -0.49
0.15 -0.59 0.47
-0.02 -0.05 0.51
0.58 0.53 -0.98
1.68 -0.04 0.57

**Total charge**: -1
**Multiplicity**: 5
**Energy**: -101407.335 eV